The following is a quantum chemistry calculation of a gas-phase ion, C2H4N3O (charge +1) in a non-equilibrium geometry, from OMol25.

As for the structure (SMILES): C/[N+]([O-])=C/[N+]#N. For the total energy, the calculation gives -8644.798 eV. For the highest occupied orbital energy (alpha / beta), the calculation gives -15.76 / -15.76 eV. Its HOMO-LUMO gap (alpha / beta) is 8.8 / 8.8 eV.

Structure (ORCA input):
```
! wB97M-V def2-TZVPD RIJCOSX def2/J DEFGRID3
* xyz 1 1
C 0.76 -0.75 0.14
C -1.40 0.40 -0.06
N 2.01 -0.61 0.02
N 3.10 -0.38 -0.06
N 0.00 0.41 0.14
O 0.61 1.45 0.21
H 0.19 -1.62 -0.07
H -1.72 -0.66 -0.38
H -1.93 0.53 0.88
H -1.62 1.22 -0.82
*
```

List of Mulliken charges in e, atom by atom: atom 1 (C): 0.010, atom 2 (C): -0.622, atom 3 (N): 0.643, atom 4 (N): -0.338, atom 5 (N): 0.526, atom 6 (O): -0.416, atom 7 (H): 0.286, atom 8 (H): 0.291, atom 9 (H): 0.323, atom 10 (H): 0.298